(a)
C15H35N5O5 as an isolated structure. Source: the Open Molecules 2025 dataset; level of theory: the ωB97M-V functional and the def2-TZVPD basis.

Calculated values
**Frontier orbital gap**: 6.865 eV
**Net charge**: 0
**Lowest unoccupied orbital energy**: 0.011 hartree
**HOMO energy**: -6.56 eV
**2S+1**: 1

Last column: Löwdin charge in e.
Cartesian coordinates (Å):
C -2.20949 -2.90945 -0.18984  -0.413
O -2.09821 -3.96540 0.42381  -0.019
N -3.16420 -2.01476 0.07821  -0.132
C -4.18774 -2.17298 1.12091  -0.024
C -3.23644 -0.85278 -0.79701  -0.093
H -1.64734 -2.71251 -1.11582  -0.153
H -3.85807 -2.81040 1.94135  0.079
H -5.05426 -2.63978 0.65257  0.089
H -4.34270 -1.18669 1.55829  0.080
H -3.78994 -1.11344 -1.69911  0.111
H -3.66931 0.06895 -0.40823  0.096
H -2.18782 -0.67434 -1.03497  0.024
C -0.19450 0.13394 -1.44874  -0.261
O 0.84221 0.03529 -2.11954  -0.039
N -0.24915 0.11281 -0.07360  -0.084
C -1.46805 0.43348 0.68575  -0.041
C 0.98660 -0.14354 0.61387  -0.099
H -1.21488 0.19449 -1.85783  0.143
H -2.45135 0.37564 0.21899  0.042
H -1.33384 1.45353 1.04574  0.011
H -1.39484 -0.12251 1.62043  0.120
H 1.89775 -0.44866 0.09929  -0.032
H 1.29282 0.73513 1.18156  0.115
H 0.78127 -0.96878 1.29573  0.080
C 0.10126 -2.52878 -1.79934  -0.210
O -1.04694 -2.14984 -1.71541  0.039
N 0.87105 -2.95317 -0.76040  -0.061
C 0.33845 -2.99360 0.58690  -0.038
C 2.34089 -3.08065 -1.04106  -0.029
H 0.69563 -2.40935 -2.71840  0.155
H 0.91233 -2.50164 1.37223  0.082
H 0.40507 -4.03968 0.88586  0.114
H -0.68059 -2.60678 0.59029  0.067
H 2.52725 -4.12303 -1.29952  0.101
H 2.67220 -2.43653 -1.85559  0.094
H 3.02070 -2.88103 -0.21275  0.050
C -2.63210 4.25759 1.59938  -0.263
O -3.21082 3.25580 1.09104  -0.021
N -1.27400 4.33077 1.70633  -0.194
C -0.40064 3.18306 1.67452  -0.054
C -0.60314 5.54588 2.06814  -0.074
H -3.07707 5.21978 1.89666  0.133
H -0.86919 2.22010 1.87764  0.053
H 0.34989 3.39734 2.43537  0.095
H 0.20781 3.08674 0.77530  0.103
H 0.25962 5.62115 1.40626  0.093
H -1.26066 6.41081 1.98071  0.090
H -0.13329 5.55433 3.05163  0.088
C 3.47676 -0.90773 -0.34887  -0.315
O 4.20508 -1.90205 -0.34941  -0.037
N 3.62106 0.17394 -1.11802  -0.117
C 2.60405 1.22091 -1.06707  -0.070
C 4.57559 0.35572 -2.16779  -0.026
H 2.51820 -0.85007 0.18969  0.044
H 1.99959 1.19642 -1.97378  0.077
H 3.07867 2.19838 -0.98128  0.098
H 1.97244 1.15275 -0.18134  0.045
H 5.14661 -0.55980 -2.32229  0.095
H 4.04248 0.50808 -3.10623  0.098
H 5.19725 1.22691 -1.96124  0.096

---

(b)
A 5-piece molecular cluster, C15H35N5O5 overall. Source: the Open Molecules 2025 dataset; level of theory: the ωB97M-V functional and the def2-TZVPD basis.

Calculated values
**Structure (SMILES)**: CN(C)C=O.CN(C)C=O.CN(C)C=O.CN(C)C=O.CN(C)C=O
**Frontier orbital gap**: 9.363 eV
**Net charge**: 0
**Lowest unoccupied orbital energy**: 0.015 hartree
**HOMO energy**: -8.95 eV
**2S+1**: 1

Last column: Löwdin charge in e.
Cartesian coordinates (Å):
C -5.83803 2.93887 -1.22035  -0.063
N -5.94287 3.24453 -2.62721  -0.201
C -4.84682 3.96404 -3.22268  -0.058
C -6.94867 2.76159 -3.40405  -0.348
O -7.00533 2.79831 -4.60915  0.027
H -6.71007 2.45900 -0.78233  0.087
H -5.54480 3.85712 -0.71023  0.087
H -5.04003 2.21586 -1.00835  0.078
H -3.90739 3.39402 -3.23135  0.090
H -5.01035 4.18313 -4.27343  0.086
H -4.60446 4.85899 -2.64588  0.087
H -7.69147 2.25793 -2.75936  0.132
C 1.64978 -0.93665 -3.38050  -0.044
N 0.67792 -2.02382 -3.44269  -0.182
C 1.07643 -3.26367 -4.07918  -0.047
C -0.57283 -1.86415 -2.97671  -0.363
O -1.45048 -2.69970 -2.95666  0.022
H 2.68619 -1.27640 -3.35228  0.067
H 1.44054 -0.36780 -2.48321  0.069
H 1.73579 -0.41904 -4.34453  0.096
H 0.56031 -3.29544 -5.04815  0.096
H 2.12596 -3.35807 -4.34920  0.079
H 0.78543 -4.12926 -3.48568  0.090
H -0.75473 -0.82581 -2.64445  0.129
C 0.22282 -1.70522 6.69821  -0.052
N 1.36597 -0.81157 6.54793  -0.200
C 2.34491 -0.75383 7.59632  -0.067
C 1.43078 0.01446 5.47550  -0.338
O 2.44982 0.60246 5.15615  0.009
H -0.54885 -1.48967 5.96341  0.083
H -0.20473 -1.54401 7.69167  0.084
H 0.53004 -2.74830 6.60872  0.087
H 2.02941 -1.21971 8.53165  0.083
H 3.25418 -1.30551 7.33576  0.089
H 2.65640 0.25602 7.85911  0.090
H 0.44931 0.05298 4.98052  0.112
C -0.02757 1.57733 -0.10633  -0.036
N -0.83279 0.88391 0.90882  -0.187
C -2.26812 1.03429 0.77373  -0.055
C -0.28001 0.26515 1.96643  -0.344
O -0.88658 -0.22988 2.89198  0.000
H -0.05978 2.65657 0.05423  0.090
H -0.54634 1.44016 -1.05588  0.074
H 0.96413 1.13646 -0.08238  0.052
H -2.79877 0.36014 1.44192  0.086
H -2.51603 2.05687 1.07766  0.092
H -2.67530 0.89143 -0.22695  0.077
H 0.81750 0.27998 1.87852  0.139
C 4.55278 -2.71589 -1.46224  -0.055
N 4.31936 -1.28251 -1.40595  -0.208
C 5.35112 -0.44537 -1.98481  -0.050
C 3.38707 -0.73912 -0.58616  -0.343
O 3.03042 0.41550 -0.64289  0.008
H 5.52840 -2.92251 -1.01720  0.090
H 4.52448 -3.11939 -2.47317  0.084
H 3.79325 -3.22145 -0.86556  0.086
H 5.01309 0.58866 -1.95367  0.086
H 6.32416 -0.46563 -1.48755  0.092
H 5.53191 -0.71568 -3.02704  0.088
H 2.90356 -1.55068 -0.02286  0.139

---

Most stable: (b) (next structure +303.1 kcal/mol)

---

(a)
C4H12N2O in the gas phase. Source: the Open Molecules 2025 dataset; level of theory: the ωB97M-V functional and the def2-TZVPD basis.

Calculated values
**Structure (SMILES)**: NCC[C@@H](N)CO
**Frontier orbital gap**: 10.133 eV
**Net charge**: 0
**Lowest unoccupied orbital energy**: 0.028 hartree
**HOMO energy**: -9.36 eV
**2S+1**: 1

Last column: Löwdin charge in e.
Cartesian coordinates (Å):
N 2.18022 1.19657 1.31250  -0.015
C 1.88378 0.78842 -0.06123  -0.280
C 1.02033 -0.49195 -0.06043  -0.169
C -0.39195 -0.31773 -0.57683  -0.380
N -0.59992 -1.20825 -1.74558  0.028
C -1.45889 -0.52345 0.53713  -0.207
O -2.49697 0.45909 0.50185  -0.077
H 2.52266 2.14856 1.33217  0.059
H 1.28898 1.28643 1.80868  0.064
H 1.30374 1.53395 -0.62443  0.099
H 2.79476 0.60073 -0.62440  0.103
H 1.52226 -1.24905 -0.65629  0.105
H 1.06744 -0.85032 0.97128  0.103
H -0.59362 0.67236 -0.95405  0.121
H -0.85839 -2.13172 -1.39662  0.070
H -1.40772 -0.86041 -2.26356  0.074
H -1.98876 -1.44919 0.33030  0.114
H -0.98588 -0.50037 1.51753  0.107
H -2.11154 1.34036 0.57343  0.080

---

(b)
C4H12N2O in the gas phase. Source: the Open Molecules 2025 dataset; level of theory: the ωB97M-V functional and the def2-TZVPD basis.

Calculated values
**Structure (SMILES)**: NCCNCCO
**Frontier orbital gap**: 10.299 eV
**Net charge**: 0
**Lowest unoccupied orbital energy**: 0.034 hartree
**HOMO energy**: -9.36 eV
**2S+1**: 1

Last column: Löwdin charge in e.
Cartesian coordinates (Å):
N -1.64503 -0.58512 1.82032  0.002
C -1.72190 0.39122 0.72690  -0.280
C -0.50589 1.29224 0.54441  -0.234
N 0.68788 0.55411 0.11711  -0.093
C 0.67319 0.09721 -1.28581  -0.198
C 1.59402 -1.12341 -1.38827  -0.267
O 1.38452 -2.00976 -0.31718  -0.078
H -1.33548 -0.12251 2.66809  0.062
H -0.91774 -1.25337 1.58938  0.050
H -2.60004 1.00309 0.90686  0.103
H -1.90796 -0.15629 -0.18925  0.095
H -0.80257 2.09153 -0.15309  0.113
H -0.21092 1.72379 1.50373  0.113
H 1.46668 1.19491 0.23165  0.113
H -0.35179 -0.15921 -1.51064  0.101
H 1.00508 0.89214 -1.96036  0.117
H 2.61658 -0.72123 -1.42263  0.109
H 1.41371 -1.68257 -2.30698  0.115
H 1.15765 -1.42678 0.42579  0.055

---

Most stable: (b) (next structure +7.3 kcal/mol)

---

(a)
A 2-piece molecular cluster, C4H12N2O overall. Source: the Open Molecules 2025 dataset; level of theory: the ωB97M-V functional and the def2-TZVPD basis.

Calculated values
**Structure (SMILES)**: NC(N)O.C=CC
**Frontier orbital gap**: 10.446 eV
**Net charge**: 0
**Lowest unoccupied orbital energy**: 0.031 hartree
**HOMO energy**: -9.59 eV
**2S+1**: 1

Last column: Löwdin charge in e.
Cartesian coordinates (Å):
N 1.47542 -1.41018 -2.38077  0.050
C 0.05841 -1.55505 -2.16674  -0.574
N -0.41737 -0.67429 -1.11800  0.050
O -0.22101 -2.90536 -1.88186  -0.028
H 1.68048 -0.51604 -2.80605  0.075
H 1.95422 -1.43389 -1.48360  0.075
H -0.45864 -1.28339 -3.09766  0.141
H -0.20330 -1.09224 -0.20737  0.081
H -1.42722 -0.56307 -1.17324  0.075
H 0.61370 -3.37878 -1.80743  0.081
C -1.68078 1.41890 2.21950  -0.018
C -0.56314 1.51734 1.52406  -0.260
C 0.76302 1.86637 2.11493  -0.114
H -1.69911 1.56303 3.28802  0.051
H -2.62457 1.18675 1.75565  0.044
H -0.56537 1.37141 0.45157  0.065
H 1.52022 1.15107 1.81003  0.065
H 1.07875 2.84551 1.76251  0.073
H 0.71631 1.89192 3.19645  0.068

---

(b)
A 2-piece molecular cluster, C4H12N2O overall. Source: the Open Molecules 2025 dataset; level of theory: the ωB97M-V functional and the def2-TZVPD basis.

Calculated values
**Structure (SMILES)**: CNC(C)=O.CN
**Frontier orbital gap**: 9.736 eV
**Net charge**: 0
**Lowest unoccupied orbital energy**: 0.026 hartree
**HOMO energy**: -9.04 eV
**2S+1**: 1

Last column: Löwdin charge in e.
Cartesian coordinates (Å):
C -1.90638 -1.11231 1.02299  -0.097
N -1.07984 -0.10997 0.38630  -0.028
C -1.15267 1.18763 0.81229  -0.508
C -0.45586 2.32492 0.08304  0.005
O -1.83238 1.37457 1.86586  -0.027
H -2.90765 -0.73150 1.10190  0.071
H -1.83993 -2.10413 0.38973  0.115
H -1.43302 -1.33098 1.99195  0.082
H -0.37280 -0.42786 -0.31606  0.093
H 0.12057 1.99143 -0.69883  0.024
H 0.19390 2.70292 0.86654  0.085
H -1.23842 3.04936 -0.27522  0.110
C 2.35824 -0.86231 -0.56806  -0.188
N 1.27176 -1.16261 -1.54685  -0.103
H 1.97506 -1.20580 0.43513  0.073
H 3.40416 -1.28782 -0.85430  0.094
H 2.27229 0.22980 -0.52275  0.056
H 1.48331 -0.43412 -2.31579  0.104
H 1.13966 -2.09122 -1.85786  0.038

---

Most stable: (b) (next structure +1.7 kcal/mol)